C28H61O13P | the ωB97M-V functional and the def2-TZVPD basis

Last columns: bonded neighbours and bond lengths (Å).
Geometry (Å):
1 C 7.19355 13.94298 9.00089  C2 1.532, H19 1.062, H20 1.102, H21 1.104
2 C 8.47796 13.58044 9.75319  C1 1.532, C3 1.491, H22 1.128, H23 1.134
3 C 8.25264 12.98940 11.10321  C2 1.491, C4 1.558, H24 1.102, H25 1.077
4 C 7.81083 13.91739 12.27394  C3 1.558, P5 1.825, H26 1.091, H27 1.105
5 P 9.25798 14.73810 13.02384  C4 1.825, O6 1.944, C7 1.904, C11 1.842, C15 1.805
6 O 9.56726 13.15416 14.10676  P5 1.944, H28 0.960
7 C 8.98290 16.30522 11.97816  P5 1.904, C8 1.534, H29 1.091, H30 1.087
8 C 7.61550 16.98236 12.13980  C7 1.534, C9 1.474, H31 1.117, H32 1.119
9 C 7.86080 18.41899 11.92196  C8 1.474, C10 1.522, H33 1.080, H34 1.068
10 C 8.39208 18.83596 10.55850  C9 1.522, H35 1.075, H36 1.060, H37 1.109
11 C 8.92031 15.56966 14.63184  P5 1.842, C12 1.486, H38 1.087, H39 1.088
12 C 7.63178 15.17720 15.25873  C11 1.486, C13 1.559, H40 1.102, H41 1.112
13 C 7.23323 15.93298 16.56294  C12 1.559, C14 1.526, H42 1.102, H43 1.096
14 C 7.90352 15.34678 17.80174  C13 1.526, H44 1.083, H45 1.094, H46 1.068
15 C 10.96419 14.41991 12.52647  P5 1.805, C16 1.501, H47 1.098, H48 1.112
16 C 12.03892 14.59674 13.55945  C15 1.501, C17 1.544, H49 1.107, H50 1.102
17 C 13.39731 14.03318 13.08856  C16 1.544, C18 1.537, H51 1.092, H52 1.115
18 C 14.63378 14.22874 13.98068  C17 1.537, H53 1.116, H54 1.078, H55 1.077
19 H 7.38923 14.49183 8.11308  C1 1.062
20 H 6.46485 14.50123 9.61024  C1 1.102
21 H 6.59484 13.06599 8.69726  C1 1.104
22 H 9.14482 14.48963 9.79510  C2 1.128
23 H 9.04039 12.81989 9.12812  C2 1.134
24 H 9.20076 12.56577 11.47276  C3 1.102
25 H 7.55727 12.17902 10.96429  C3 1.077
26 H 7.32015 13.42230 13.11349  C4 1.091
27 H 7.17946 14.72236 11.85733  C4 1.105
28 H 9.20444 12.36776 13.69308  O6 0.960
29 H 9.27376 16.00707 10.96961  C7 1.091
30 H 9.78773 16.96106 12.30144  C7 1.087
31 H 7.17695 16.80712 13.15260  C8 1.117
32 H 6.84291 16.58447 11.43518  C8 1.119
33 H 8.53806 18.69926 12.71512  C9 1.080
34 H 6.94001 18.91792 12.12886  C9 1.068
35 H 8.26962 19.89992 10.46970  C10 1.075
36 H 7.98830 18.35435 9.70516  C10 1.060
37 H 9.48487 18.66413 10.48577  C10 1.109
38 H 8.85390 16.63187 14.40898  C11 1.087
39 H 9.77526 15.47006 15.29677  C11 1.088
40 H 7.65315 14.09995 15.48821  C12 1.102
41 H 6.76369 15.30577 14.57513  C12 1.112
42 H 6.13469 15.84546 16.58903  C13 1.102
43 H 7.27074 17.02732 16.51740  C13 1.096
44 H 8.92494 15.01478 17.66025  C14 1.083
45 H 7.36954 14.47324 18.18821  C14 1.094
46 H 7.89247 15.99814 18.64758  C14 1.068
47 H 11.24642 15.01260 11.64662  C15 1.098
48 H 10.86207 13.35221 12.23314  C15 1.112
49 H 11.82603 13.98954 14.46004  C16 1.107
50 H 12.09384 15.65456 13.86278  C16 1.102
51 H 13.58063 14.39819 12.07538  C17 1.092
52 H 13.27014 12.93295 12.96407  C17 1.115
53 H 14.45282 13.93571 15.04192  C18 1.116
54 H 14.97087 15.24915 14.06604  C18 1.078
55 H 15.40375 13.59419 13.57504  C18 1.077
56 C 11.92111 11.80378 15.96257  O57 1.459, H62 1.093, H63 1.068, H64 1.083
57 O 13.08240 11.44165 16.76773  C56 1.459, C58 1.372
58 C 13.66700 10.28202 16.32500  O57 1.372, O59 1.207, O60 1.334
59 O 13.15387 9.48278 15.58076  C58 1.207
60 O 14.83321 10.12259 16.95352  C58 1.334, C61 1.401
61 C 15.60002 9.02626 16.53930  O60 1.401, H65 1.078, H66 1.118, H67 1.110
62 H 11.25170 10.94492 16.05384  C56 1.093
63 H 12.13983 11.82753 14.91747  C56 1.068
64 H 11.67375 12.75416 16.41903  C56 1.083
65 H 15.08054 8.10328 16.33727  C61 1.078
66 H 16.27346 8.86892 17.41782  C61 1.118
67 H 16.21061 9.26985 15.64482  C61 1.110
68 C 12.34773 13.12543 9.52296  O69 1.369, H74 1.102, H75 1.098, H76 1.095
69 O 11.62772 12.34303 10.38535  C68 1.369, C70 1.351
70 C 12.28849 11.29603 10.92611  O69 1.351, O71 1.180, O72 1.333
71 O 13.36590 10.98247 10.56103  C70 1.180
72 O 11.52682 10.83866 11.91945  C70 1.333, C73 1.425
73 C 11.84838 9.66635 12.66305  O72 1.425, H77 1.088, H78 1.133, H79 1.135
74 H 11.66203 13.84249 9.04248  C68 1.102
75 H 12.86220 12.53671 8.75207  C68 1.098
76 H 13.12999 13.72236 10.00327  C68 1.095
77 H 11.19203 8.84179 12.39394  C73 1.088
78 H 11.64760 9.83702 13.76475  C73 1.133
79 H 12.96570 9.52739 12.52009  C73 1.135
80 C 10.35533 7.11106 15.24189  O81 1.505, H86 1.061, H87 1.049, H88 1.108
81 O 9.23698 8.00993 14.78908  C80 1.505, C82 1.310
82 C 8.42157 7.56139 13.86677  O81 1.310, O83 1.207, O84 1.331
83 O 8.43244 6.48628 13.31729  C82 1.207
84 O 7.55669 8.41870 13.32974  C82 1.331, C85 1.427
85 C 7.82562 9.79642 13.58631  O84 1.427, H89 1.099, H90 1.104, H91 1.108
86 H 11.18332 7.71067 14.95637  C80 1.061
87 H 10.19767 6.24999 14.66301  C80 1.049
88 H 10.30103 7.06560 16.34803  C80 1.108
89 H 8.83383 9.99907 13.19957  C85 1.099
90 H 7.75109 10.16883 14.62322  C85 1.104
91 H 7.06028 10.38552 13.04264  C85 1.108
92 C 12.82031 10.34503 20.06153  O93 1.431, H98 1.073, H99 1.113, H100 1.102
93 O 11.86859 9.78751 19.15053  C92 1.431, C94 1.363
94 C 10.83124 10.60566 18.81566  O93 1.363, O95 1.198, O96 1.376
95 O 10.54668 11.69626 19.22232  C94 1.198
96 O 10.07173 9.93584 17.88372  C94 1.376, C97 1.463
97 C 8.96342 10.73376 17.35954  O96 1.463, H101 1.096, H102 1.102, H103 1.094
98 H 13.79069 10.07847 19.68932  C92 1.073
99 H 12.59272 9.90943 21.06004  C92 1.113
100 H 12.65540 11.43269 20.00379  C92 1.102
101 H 8.04356 10.15438 17.50083  C97 1.096
102 H 9.19378 10.90661 16.29535  C97 1.102
103 H 8.91734 11.65236 17.95262  C97 1.094

Calculated values
Relative energy (zero: lowest compared OMol25 entry of this formula, charge and spin)   0.0 kcal per mole
Structure (SMILES)   CCCCP(O)(CCCC)(CCCC)CCCC.COC(=O)OC.COC(=O)OC.COC(=O)OC.COC(=O)OC
Lowest unoccupied orbital energy   0.63 eV
Total charge   0
Gap between HOMO and LUMO   9.31 eV
M   636.76 g mol⁻¹
HOMO energy   -8.677 eV

These are the Löwdin partial charges, in e, on atoms 1 to 6: number 1, C, carries -0.101; number 2, C, carries -0.270; number 3, C, carries -0.242; number 4, C, carries -0.225; number 5, P, carries 0.886; number 6, O, carries -0.337

C28H62BrN4O8P | the ωB97M-V functional and the def2-TZVPD basis

Last columns: bonded neighbours and bond lengths (Å).
Geometry (Å):
1 H -4.83899 -2.57119 -3.75385  N2 1.015
2 N -4.97996 -1.88701 -3.01784  H1 1.015, C3 1.262
3 C -4.03062 -1.05495 -3.01599  N2 1.262, C4 1.516, C5 1.502
4 C -2.91378 -1.10991 -4.04020  C3 1.516, H32 1.082, H33 1.078, H34 1.077
5 C -3.99030 0.11307 -2.07309  C3 1.502, P6 1.864, H35 1.084, H36 1.083
6 P -4.63782 -0.05562 -0.33368  C5 1.864, C7 1.853, C14 1.867, C20 1.958, O24 1.720
7 C -3.76012 0.34494 1.24812  P6 1.853, C8 1.554, H37 1.079, H38 1.083
8 C -2.24035 0.63450 1.09808  C7 1.554, C9 1.524, H39 1.082, H40 1.085
9 C -1.71860 1.70314 2.05155  C8 1.524, C10 1.505, H41 1.085, H42 1.082
10 C -0.47544 2.38116 1.54140  C9 1.505, O11 1.447, H43 1.083, H44 1.085
11 O 0.62222 1.44768 1.67688  C10 1.447, C12 1.344
12 C 1.82636 2.01149 1.87325  O11 1.344, O13 1.233, H45 1.098
13 O 2.80458 1.37953 2.27872  C12 1.233
14 C -6.45561 -0.44399 -0.16127  P6 1.867, C15 1.521, H46 1.079, H47 1.080
15 C -7.21304 -0.50849 -1.47925  C14 1.521, O16 1.457, H48 1.075, H49 1.081
16 O -8.52130 0.11078 -1.31569  C15 1.457, C17 1.363
17 C -8.60363 1.33804 -1.90377  O16 1.363, C18 1.509, O19 1.225
18 C -8.82037 1.32366 -3.39673  C17 1.509, H50 1.078, H51 1.082, H52 1.080
19 O -8.55463 2.37719 -1.25776  C17 1.225
20 C -5.15876 1.82502 -0.48966  P6 1.958, C21 1.543, H53 1.081, H54 1.083
21 C -4.05479 2.86369 -0.77724  C20 1.543, C22 1.535, Br23 2.001, H55 1.077
22 C -3.91893 3.94763 0.30064  C21 1.535, H56 1.083, H57 1.081, H58 1.079
23 Br -4.50394 3.81257 -2.48061  C21 2.001
24 O -4.31695 -1.73991 -0.19653  P6 1.720, C25 1.402
25 C -3.14227 -2.30944 0.31435  O24 1.402, C26 1.531, H59 1.089, H60 1.089
26 C -1.76216 -2.05183 -0.29724  C25 1.531, N27 1.465, H61 1.095, H62 1.083
27 N -1.38130 -2.99531 -1.35156  C26 1.465, C28 1.478, H63 1.009
28 C 0.09066 -3.05512 -1.46500  N27 1.478, C29 1.536, H64 1.085, H65 1.085
29 C 0.64630 -3.02434 -2.89716  C28 1.536, C30 1.535, O31 1.423, H66 1.078
30 C 1.11511 -1.60918 -3.26400  C29 1.535, H67 1.083, H68 1.082, H69 1.083
31 O 1.75571 -3.91398 -2.96094  C29 1.423, H70 0.962
32 H -3.24775 -0.71985 -4.99313  C4 1.082
33 H -2.05922 -0.56103 -3.67951  C4 1.078
34 H -2.64275 -2.14742 -4.14258  C4 1.077
35 H -2.97648 0.49138 -2.01498  C5 1.084
36 H -4.53845 0.90693 -2.56542  C5 1.083
37 H -4.19039 1.21326 1.72318  C7 1.079
38 H -3.86969 -0.45138 1.97399  C7 1.083
39 H -1.73367 -0.28092 1.37470  C8 1.082
40 H -1.95103 0.82100 0.06962  C8 1.085
41 H -1.41196 1.19230 2.95865  C9 1.085
42 H -2.46758 2.42339 2.35226  C9 1.082
43 H -0.27186 3.23328 2.17815  C10 1.083
44 H -0.57525 2.69877 0.50925  C10 1.085
45 H 1.90715 3.07719 1.62084  C12 1.098
46 H -6.51269 -1.39278 0.34853  C14 1.079
47 H -6.91594 0.28168 0.49274  C14 1.080
48 H -7.40736 -1.53782 -1.72223  C15 1.075
49 H -6.69606 -0.02407 -2.29598  C15 1.081
50 H -8.34984 2.19613 -3.82102  C18 1.078
51 H -8.39947 0.42568 -3.83003  C18 1.082
52 H -9.88246 1.36860 -3.58983  C18 1.080
53 H -5.88313 1.91493 -1.28653  C20 1.081
54 H -5.69715 2.17051 0.38431  C20 1.083
55 H -3.08909 2.43796 -0.99178  C21 1.077
56 H -2.87320 4.03789 0.56695  C22 1.083
57 H -4.51110 3.71273 1.17421  C22 1.081
58 H -4.23099 4.91474 -0.06100  C22 1.079
59 H -3.27646 -3.38667 0.22900  C25 1.089
60 H -3.03567 -2.16354 1.38848  C25 1.089
61 H -1.07068 -2.21101 0.53663  C26 1.095
62 H -1.59258 -1.03438 -0.62651  C26 1.083
63 H -1.66400 -3.91850 -1.05985  N27 1.009
64 H 0.52819 -2.21985 -0.92872  C28 1.085
65 H 0.47571 -3.95929 -1.00569  C28 1.085
66 H -0.06049 -3.41276 -3.61313  C29 1.078
67 H 2.16926 -1.53444 -3.02589  C30 1.083
68 H 0.95591 -1.34905 -4.30196  C30 1.082
69 H 0.62280 -0.85486 -2.66189  C30 1.083
70 H 2.43448 -3.55099 -2.38372  O31 0.962
71 C 4.30438 -0.61923 2.02364  O72 1.420, H77 1.092, H78 1.093, H79 1.089
72 O 4.60985 -0.70079 0.63896  C71 1.420, C73 1.413
73 C 5.51550 -1.72279 0.27677  O72 1.413, C74 1.534, H80 1.094, H81 1.098
74 C 4.89574 -3.12188 0.17246  C73 1.534, C75 1.525, N76 1.468, H82 1.094
75 C 4.60385 -3.78073 1.51664  C74 1.525, H83 1.089, H84 1.090, H85 1.091
76 N 3.66386 -3.10772 -0.62578  C74 1.468, H86 1.018, H87 1.018
77 H 5.17331 -0.86318 2.63889  C71 1.092
78 H 3.46284 -1.26541 2.28449  C71 1.093
79 H 4.00775 0.40696 2.23617  C71 1.089
80 H 5.88141 -1.44201 -0.71487  C73 1.094
81 H 6.38256 -1.72343 0.95021  C73 1.098
82 H 5.62399 -3.75182 -0.34579  C74 1.094
83 H 3.69791 -3.38885 1.97695  C75 1.089
84 H 4.45336 -4.85172 1.38250  C75 1.090
85 H 5.43126 -3.64025 2.21371  C75 1.091
86 H 3.90647 -2.76541 -1.55375  N76 1.018
87 H 3.07278 -2.37530 -0.23777  N76 1.018
88 C 7.67901 0.78712 4.40352  O89 1.415, H94 1.093, H95 1.092, H96 1.090
89 O 7.23023 0.77111 3.06123  C88 1.415, C90 1.414
90 C 6.89688 2.03283 2.51597  O89 1.414, C91 1.535, H97 1.093, H98 1.099
91 C 8.08959 2.87656 2.04653  C90 1.535, C92 1.526, N93 1.466, H99 1.094
92 C 8.88576 3.51922 3.17821  C91 1.526, H100 1.089, H101 1.090, H102 1.092
93 N 9.00632 2.11388 1.19378  C91 1.466, H103 1.016, H104 1.016
94 H 7.16159 1.55100 4.99046  C88 1.093
95 H 8.75839 0.94380 4.46266  C88 1.092
96 H 7.46170 -0.19052 4.83352  C88 1.090
97 H 6.27942 1.80926 1.64161  C90 1.093
98 H 6.26519 2.59368 3.21828  C90 1.099
99 H 7.67316 3.68705 1.44143  C91 1.094
100 H 9.55808 2.81011 3.65943  C92 1.089
101 H 9.50518 4.32567 2.78703  C92 1.090
102 H 8.22640 3.93932 3.94009  C92 1.092
103 H 8.50752 1.79063 0.37008  N93 1.016
104 H 9.25245 1.26126 1.68875  N93 1.016

Calculated values
Relative energy (zero: lowest compared OMol25 entry of this formula, charge and spin)   28.4 kcal per mole
Structure (SMILES)   [H]/N=C(\C)CP(CCCCOC=O)(CCOC(C)=O)(C[C@H](C)Br)OCCNC[C@@H](C)O.COC[C@@H](C)N.COC[C@@H](C)N
Lowest unoccupied orbital energy   0.29 eV
Total charge   0
Gap between HOMO and LUMO   9.13 eV
M   693.70 g mol⁻¹
HOMO energy   -8.841 eV

These are the Löwdin partial charges, in e, on atoms 1 to 6: number 1, H, carries 0.065; number 2, N, carries 0.163; number 3, C, carries -0.440; number 4, C, carries -0.030; number 5, C, carries -0.188; number 6, P, carries 0.870